Below is the molecule C5H4O, with properties calculated with ωB97M-V/def2-TZVPD.

Geometry as XYZ:
```
10
Properties=species:S:1:pos:R:3:forces:R:3:nbo_charge:R:1
C -2.5309 0.8034 0.0404 -0.243 -0.144 -0.063 -0.39
C -1.3186 0.3419 0.0743 0.031 -0.062 0.096 0.01
C -0.0583 0.1145 0.0608 0.082 0.506 -0.294 0.14
O 1.0065 1.0212 -0.3023 0.165 0.376 -0.082 -0.44
C 1.2845 -0.2790 -0.0220 -0.342 -0.240 0.108 0.29
C 2.2982 -1.0959 0.0116 0.314 -0.620 0.216 -0.50
H -3.0006 1.2407 0.9044 -0.064 0.053 0.276 0.22
H -3.1252 0.7535 -0.8601 -0.038 -0.045 -0.145 0.22
H 2.1452 -2.1236 0.2968 -0.091 -0.049 -0.009 0.23
H 3.2992 -0.7767 -0.2039 0.186 0.226 -0.103 0.23
```
Positions in Å, forces in eV/Å.

Summary:
Kohn-Sham gap (eV): 10.55
Molecular weight (u): 80.09
SMILES: C=C=C1OC1=C
Energy above the lowest of the compared OMol25 structures with the same formula, charge and spin (kJ/mol): 294.3

---

Below is a structure of composition C6H8CuN2O8P2, with properties calculated with ωB97M-V/def2-TZVPD.

Geometry as XYZ:
```
27
Properties=species:S:1:pos:R:3:forces:R:3:nbo_charge:R:1
Cu 1.8123 0.0183 -0.5396 0.022 -1.004 -1.063 0.90
O 4.6568 -1.0067 1.3689 -0.305 0.041 0.164 -1.03
P 4.5582 0.2803 0.4165 -0.058 0.091 -0.422 2.54
O 5.8772 0.8640 0.1533 0.139 0.032 0.150 -1.14
O 3.6792 -0.0692 -0.7862 0.536 0.115 0.291 -1.24
O 3.6639 1.3197 1.3603 -0.133 -0.402 -0.082 -1.10
P 2.1347 0.9685 1.7625 0.019 0.824 0.359 2.50
O 1.9103 1.9396 3.0294 0.098 0.110 0.029 -1.00
O 1.2166 1.4648 0.6615 -0.104 0.531 0.665 -1.22
O 2.0134 -0.4499 2.1990 0.058 -0.214 0.080 -1.19
H 3.7660 -1.1612 1.7582 0.221 0.018 -0.069 0.52
H 1.8667 2.8512 2.7117 -0.029 -0.138 0.079 0.49
N -4.8619 -0.0114 -1.8103 0.129 -0.061 -0.027 -0.82
C -4.2131 -0.3805 -0.6699 -0.381 0.320 -0.007 0.65
O -4.8274 -0.6049 0.3559 0.102 -0.114 -0.027 -0.60
C -2.7249 -0.4720 -0.7464 0.597 -0.215 0.069 -0.13
C -1.9658 -0.1831 -1.8777 -0.250 0.038 0.003 -0.23
C -0.5987 -0.3671 -1.8425 0.128 -0.214 0.032 0.03
N 0.0615 -0.7999 -0.7583 -0.656 0.243 -0.205 -0.50
C -0.6650 -1.0582 0.3404 0.269 -0.084 -0.018 0.06
C -2.0359 -0.9158 0.3796 -0.362 0.028 -0.073 -0.20
H -5.8622 0.0538 -1.7797 -0.045 0.023 0.039 0.40
H -4.3824 0.2118 -2.6603 -0.013 -0.024 -0.003 0.39
H -2.3994 0.1927 -2.7956 -0.004 -0.040 0.001 0.20
H 0.0090 -0.1785 -2.7185 -0.031 0.047 0.002 0.21
H -0.0971 -1.3713 1.2078 0.019 0.079 0.030 0.25
H -2.5920 -1.1351 1.2801 0.036 -0.028 0.002 0.24
```
Positions in Å, forces in eV/Å.

Summary:
Kohn-Sham gap (eV): 6.65
Total charge: -1
Molecular weight (u): 361.63
Energy above the lowest of the compared OMol25 structures with the same formula, charge and spin (kJ/mol): 20.3

---

Below is the molecule C4H10N2O, with properties calculated with ωB97M-V/def2-TZVPD.

Geometry as XYZ:
```
17
Properties=species:S:1:pos:R:3:forces:R:3:nbo_charge:R:1
C -0.5514 0.5485 -2.0157 0.257 -0.722 0.971 -0.71
C 0.8850 0.2385 -1.6282 0.206 0.185 -0.475 0.68
O 1.7955 0.6515 -2.3240 0.069 0.153 0.086 -0.62
N 1.1507 -0.4621 -0.4877 -0.489 0.225 0.343 -0.63
C 0.1768 -1.0867 0.4090 0.318 0.965 -0.496 -0.23
C -0.6666 -0.1315 1.2451 -0.132 -0.240 0.774 -0.24
N 0.1338 0.4831 2.3085 0.145 -0.019 -0.515 -0.86
H -0.6396 0.5255 -3.0908 -0.099 0.081 -0.163 0.24
H -0.7611 1.5357 -1.6126 -0.072 0.227 -0.202 0.23
H -1.2428 -0.1380 -1.5215 -0.121 0.034 -0.348 0.20
H 2.0660 -0.2723 -0.1129 0.106 -0.207 -0.121 0.41
H 0.7847 -1.6331 1.1234 -0.208 -0.530 -0.056 0.21
H -0.4624 -1.7286 -0.1946 0.026 -0.315 0.204 0.20
H -1.4720 -0.7370 1.6757 -0.081 0.014 0.005 0.18
H -1.1645 0.6565 0.6881 0.112 -0.047 -0.395 0.19
H -0.0320 0.0692 3.2124 -0.061 0.191 0.045 0.37
H -0.0001 1.4808 2.3259 0.023 0.004 0.343 0.37
```
Positions in Å, forces in eV/Å.

Summary:
Kohn-Sham gap (eV): 10.09
Molecular weight (u): 102.14
SMILES: CC(=O)NCCN
Energy above the lowest of the compared OMol25 structures with the same formula, charge and spin (kJ/mol): 90.9

---

Below is the molecule C17H29N5O7, with properties calculated with ωB97M-V/def2-TZVPD.

Geometry as XYZ:
```
58
Properties=species:S:1:pos:R:3:forces:R:3:nbo_charge:R:1
C 1.0866 4.6756 3.4495 -0.004 0.015 0.018 -0.25
O 1.7066 3.5221 2.9325 0.012 0.009 -0.003 -0.53
C 1.0457 3.0344 1.7927 0.030 -0.041 -0.001 -0.08
C 1.7284 1.7840 1.3063 0.253 0.188 0.181 -0.09
O 1.5671 0.7579 2.2864 -0.647 -0.309 -0.304 -0.56
C 2.3231 -0.4354 2.0573 0.660 0.310 0.148 -0.17
C 2.5819 -0.7488 0.5873 -0.277 -0.187 -0.025 0.66
O 3.7016 -0.7948 0.1163 -0.041 0.046 -0.048 -0.62
N 1.4485 -0.9859 -0.1243 -0.049 -0.032 0.058 -0.63
C 1.4288 -1.2721 -1.5388 0.025 -0.069 -0.025 -0.27
C 1.1210 -0.0537 -2.4185 0.005 0.061 -0.070 0.26
O 2.0809 0.9726 -2.2768 0.036 -0.050 0.035 -0.54
C 3.3837 0.6802 -2.7612 0.007 0.015 -0.026 -0.26
C 0.8800 -0.5130 -3.8686 -0.043 -0.008 -0.017 -0.45
C -0.6381 -0.7793 -3.9708 0.058 0.035 0.002 -0.22
N -1.1951 -0.2836 -2.7088 0.079 -0.107 0.098 -0.44
C -2.2219 -0.9400 -2.0989 -0.032 0.055 -0.026 0.69
O -2.8477 -1.8201 -2.6637 -0.016 -0.006 -0.018 -0.63
C -2.5305 -0.5181 -0.6714 -0.021 0.004 -0.036 -0.49
C -3.7210 -1.2416 -0.0631 0.003 -0.003 0.042 -0.41
C -3.7572 -1.0800 1.4582 0.050 -0.022 -0.115 -0.21
N -2.5883 -1.6903 2.0833 -0.063 0.036 0.114 -0.42
C -1.3855 -1.1342 2.4250 0.060 0.147 -0.129 0.61
O -1.1908 0.1828 2.3056 0.332 0.026 0.188 -0.70
N -0.5288 -2.0227 2.8096 0.047 0.007 0.018 -0.39
N -1.1796 -3.2612 2.7453 -0.018 -0.026 -0.017 -0.37
C -2.3696 -3.0177 2.3169 0.046 -0.005 -0.059 0.61
O -3.3530 -3.8968 2.0881 -0.013 -0.007 0.012 -0.66
C -0.2236 0.5778 -2.0618 -0.062 0.086 -0.058 -0.23
H 1.6542 4.9898 4.3222 0.004 -0.006 -0.002 0.20
H 1.0810 5.4900 2.7149 -0.002 -0.005 -0.004 0.16
H 0.0527 4.4700 3.7513 -0.001 -0.002 -0.006 0.16
H -0.0108 2.8276 2.0176 -0.011 -0.015 0.021 0.17
H 1.0726 3.7782 0.9834 -0.021 -0.013 -0.012 0.17
H 1.2966 1.4896 0.3461 0.018 -0.010 0.026 0.19
H 2.7934 1.9835 1.1472 0.001 -0.023 0.049 0.20
H 3.3072 -0.3282 2.5185 -0.015 0.013 0.000 0.20
H 1.7862 -1.2584 2.5279 -0.094 0.029 0.019 0.24
H 0.5947 -1.0705 0.4041 -0.006 -0.044 0.048 0.40
H 2.3978 -1.6870 -1.8176 0.013 0.016 0.012 0.24
H 0.6831 -2.0474 -1.7353 -0.019 0.032 0.006 0.21
H 3.9647 1.5923 -2.6433 -0.016 0.000 0.000 0.20
H 3.8650 -0.1113 -2.1866 -0.008 -0.018 0.038 0.20
H 3.3630 0.4148 -3.8230 -0.008 -0.002 0.015 0.16
H 1.1810 0.2906 -4.5411 -0.026 0.016 0.008 0.22
H 1.4612 -1.3988 -4.1268 0.008 0.007 -0.004 0.22
H -1.0711 -0.2418 -4.8158 -0.043 -0.060 -0.014 0.20
H -0.8892 -1.8326 -4.0790 -0.013 0.003 0.010 0.23
H -1.6394 -0.7253 -0.0762 0.045 -0.007 0.045 0.21
H -2.6703 0.5648 -0.6273 0.018 0.012 0.008 0.23
H -4.6531 -0.8645 -0.4877 0.007 0.003 0.017 0.22
H -3.6767 -2.3020 -0.3143 0.009 0.004 0.005 0.24
H -3.7683 -0.0314 1.7554 0.015 0.006 -0.017 0.22
H -4.6424 -1.5597 1.8740 0.022 0.006 0.000 0.23
H -0.2498 0.3862 2.5585 -0.287 -0.089 -0.248 0.53
H -3.0063 -4.7712 2.3103 -0.009 -0.004 -0.002 0.51
H -0.3894 0.6731 -0.9929 0.015 -0.039 0.018 0.22
H -0.2407 1.5813 -2.4978 -0.012 0.019 0.027 0.21
```
Positions in Å, forces in eV/Å.

Summary:
Kohn-Sham gap (eV): 9.47
Molecular weight (u): 415.45
SMILES: COCCOCC(=O)NC[C@@]1(OC)CCN(C(=O)CCCn2c(O)nnc2O)C1
Energy above the lowest of the compared OMol25 structures with the same formula, charge and spin (kJ/mol): 59.3

---

Below is a structure of composition C2H2CdO3, with properties calculated with ωB97M-V/def2-TZVPD.

Geometry as XYZ:
```
8
Properties=species:S:1:pos:R:3:forces:R:3:mulliken_spin:R:1
H 1.7525 0.4207 0.0187 -0.354 0.209 -0.115 0.00
O 0.1982 0.8951 1.5011 1.641 -0.334 -3.433 0.02
O -1.0615 0.2311 1.2406 -0.356 0.150 -1.444 0.00
C 0.6983 0.3593 0.2919 -2.125 0.069 3.234 0.00
C -0.5795 -0.3493 0.0422 2.150 0.794 -0.259 0.13
Cd -0.7207 -2.5089 -0.0134 -0.352 -1.282 -0.151 0.84
O -0.4247 0.6597 -1.1967 -0.809 1.021 2.477 0.02
H 0.1374 0.2923 -1.8844 0.205 -0.627 -0.308 0.00
```
Positions in Å, forces in eV/Å.

Summary:
Kohn-Sham gap (spin up / spin down) (eV): 6.82 / 9.69
Spin multiplicity: 2
Total charge: +1
Molecular weight (u): 186.45

---

Below is a cluster of 2 separate species, C4H9ClN in total, with properties calculated with ωB97M-V/def2-TZVPD.

Geometry as XYZ:
```
15
Properties=species:S:1:pos:R:3:forces:R:3:nbo_charge:R:1
C -1.4966 -0.6778 1.2407 -0.352 1.715 -3.695 -0.18
C -1.3701 0.6746 0.5762 -2.282 -0.872 -1.250 -0.22
C 1.0002 -0.3201 0.5615 0.190 -0.572 -1.913 -0.20
C 1.7613 0.5271 -1.7352 -3.194 -0.595 1.669 -0.30
N -0.3984 -0.3853 0.2141 -0.770 -0.092 -1.633 -0.43
Cl 0.9179 -0.6185 -2.7200 0.165 0.468 0.358 0.04
H -1.1864 -0.7532 2.1952 1.580 -0.156 2.975 0.23
H -2.2246 -1.4106 1.0055 -0.621 -0.335 -0.792 0.25
H -2.1404 1.1581 -0.1628 1.702 -1.710 1.032 0.27
H -0.9095 1.4171 1.1129 0.949 1.623 1.557 0.22
H 1.0769 0.3457 1.3795 0.998 0.411 0.785 0.20
H 1.5003 -1.3016 0.4526 -0.285 0.880 0.468 0.24
H 2.7749 0.5776 -1.9218 1.971 0.046 0.009 0.21
H 1.1814 1.3826 -1.3936 0.343 -0.092 -0.606 0.21
H -0.4868 -0.6157 -0.8046 -0.393 -0.719 1.036 0.46
```
Positions in Å, forces in eV/Å.

Summary:
Kohn-Sham gap (spin up / spin down) (eV): 8.29 / 9.32
Total charge: +1
Molecular weight (u): 106.58
Energy above the lowest of the compared OMol25 structures with the same formula, charge and spin (kJ/mol): 392.7

---

What is the molecular weight in the second record?
361.63 u